Below is C27H54F9GaN2O2PS as an isolated structure in a non-equilibrium geometry, with properties calculated with ωB97M-V/def2-TZVPD.

Geometry as XYZ:
```
97
Properties=species:S:1:pos:R:3:forces:R:3
C 2.85292 -0.97438 0.76030 -0.1 0.4 0.0
C 1.37974 -0.80805 0.38612 0.1 -0.4 -0.2
P 0.49061 -2.43081 0.17532 -0.3 -0.5 0.7
C -0.69312 -2.02061 -1.19199 0.2 0.1 0.0
Ga 2.02707 -4.10311 -0.60510 0.1 0.3 0.1
C 1.15433 -5.23465 -2.05763 0.1 0.4 -0.1
C 1.77947 -4.90150 -3.42446 -0.1 -0.2 0.2
C 1.06998 -3.69389 -4.03728 -0.1 -0.2 0.0
C 1.80960 -3.00523 -5.19653 -0.2 -0.2 -0.2
C 1.88109 -1.50169 -5.11501 -0.1 0.1 0.1
F 2.10621 -0.95693 -6.33861 0.2 0.0 -0.3
F 0.66589 -1.01726 -4.72350 -0.2 0.0 0.0
C 2.85198 -0.79919 -4.12970 0.6 -0.4 -0.4
F 2.72074 0.51234 -4.26495 0.1 0.7 -0.2
F 2.50635 -1.11971 -2.91080 -0.1 -0.3 1.0
S 4.74011 -1.21558 -4.29584 -0.9 -0.1 -0.3
F 4.45980 -2.63076 -3.66078 0.2 0.0 0.1
F 4.52159 -1.83498 -5.75596 0.2 -0.1 0.0
F 5.06345 0.18146 -4.98402 0.1 0.1 0.0
F 4.99680 -0.57997 -2.87203 0.1 0.0 0.0
F 6.27858 -1.58865 -4.40431 -0.2 0.1 0.1
H 2.99342 -1.75821 1.50689 0.0 -0.1 0.0
H 3.45098 -1.20752 -0.12066 0.0 -0.2 0.1
H 3.22893 -0.03595 1.18178 0.1 0.0 0.0
H 1.31295 -0.27637 -0.56615 -0.1 0.3 0.1
H 0.86578 -0.23603 1.15804 -0.1 0.2 -0.1
H -0.89670 -2.92905 -1.75961 -0.1 0.0 -0.1
H -0.25914 -1.27156 -1.86183 -0.1 0.0 -0.2
H -1.62789 -1.62516 -0.79144 0.0 0.0 0.0
H 2.49321 -4.97971 0.66307 -0.1 0.0 0.0
H 3.33589 -3.38202 -1.19784 0.1 -0.1 -0.2
H 1.27995 -6.28075 -1.77816 0.0 -0.1 -0.1
H 0.08298 -5.01082 -2.10941 -0.1 -0.3 0.1
H 1.70228 -5.75420 -4.11127 0.1 0.0 -0.2
H 2.84179 -4.68126 -3.29222 0.1 0.0 -0.1
H 0.83886 -2.98800 -3.24040 0.1 0.1 0.0
H 0.11153 -4.06075 -4.41509 -0.1 0.2 0.1
H 1.26138 -3.15998 -6.13105 0.1 0.0 0.0
H 2.79179 -3.44391 -5.34185 0.1 0.1 0.0
C -5.96792 -2.52491 2.41475 0.0 0.2 0.0
C -4.44328 -2.30939 2.34087 -0.5 -0.2 -0.2
C -3.72788 -2.81820 3.59717 0.2 0.1 0.2
C -3.85922 -1.90589 4.81575 -0.1 0.0 -0.1
C -3.41952 -0.48637 4.46107 0.1 -0.2 0.2
C -4.18266 0.09038 3.27015 -0.5 0.3 0.1
N -4.09336 -0.86805 2.11928 0.9 -0.4 0.4
O -2.97676 -0.75324 1.49177 -0.3 0.3 -0.3
C -5.63252 0.40163 3.67665 0.0 -0.1 -0.1
C -3.55045 1.40130 2.82234 0.1 0.1 0.0
C -3.93873 -3.10662 1.14484 0.1 -0.1 -0.1
H -6.51146 -1.74338 2.93318 0.0 0.0 0.1
H -6.38240 -2.57985 1.40742 0.0 0.0 0.0
H -6.18685 -3.46782 2.91760 0.1 0.0 0.0
H -2.66486 -2.92782 3.36296 0.0 0.1 -0.1
H -4.10357 -3.81822 3.82179 0.0 0.0 0.0
H -4.88469 -1.91656 5.19900 0.0 0.0 0.0
H -3.22663 -2.28834 5.61871 0.0 0.0 0.0
H -3.55041 0.18658 5.31270 0.0 0.0 0.0
H -2.35152 -0.49941 4.22422 0.0 0.0 -0.1
H -6.23997 0.63720 2.80161 0.0 0.0 0.0
H -5.63096 1.27421 4.33059 0.1 0.0 0.0
H -6.11432 -0.39974 4.23100 0.0 0.0 0.0
H -2.49124 1.28691 2.60727 0.0 0.0 0.0
H -3.66522 2.13685 3.61979 0.0 0.0 0.0
H -4.04133 1.78186 1.92538 0.0 0.0 0.0
H -4.33169 -2.70240 0.21159 0.0 0.0 0.0
H -4.28993 -4.13491 1.25225 0.0 0.0 0.0
H -2.85255 -3.11509 1.08223 0.0 0.0 0.0
C 3.07676 5.02025 -1.05310 0.0 0.0 0.2
C 1.97690 3.97966 -0.76444 0.5 0.2 -0.3
C 0.57977 4.51370 -1.09831 -0.3 0.1 0.1
C 0.01065 5.49084 -0.07034 0.1 -0.1 0.0
C 0.05254 4.87339 1.32696 -0.2 0.0 -0.2
C 1.45383 4.41831 1.73110 0.4 0.3 0.3
N 2.00325 3.52076 0.66258 -0.9 -0.3 -0.2
O 1.56753 2.31644 0.77881 0.4 0.1 0.2
C 2.34436 5.64281 1.99942 0.0 -0.1 -0.1
C 1.39927 3.61304 3.02202 -0.1 -0.1 0.1
C 2.26671 2.77771 -1.65484 -0.1 -0.1 -0.1
H 3.25068 5.72951 -0.25233 -0.1 0.0 0.0
H 4.02477 4.51332 -1.23482 0.0 0.0 0.0
H 2.82569 5.58937 -1.94920 0.0 -0.1 -0.1
H -0.10221 3.66155 -1.17505 0.1 0.0 0.1
H 0.61781 4.97333 -2.08760 0.0 0.0 0.0
H 0.55614 6.43920 -0.09709 0.0 0.0 0.0
H -1.02364 5.72366 -0.33077 0.0 0.0 0.0
H -0.30966 5.58156 2.07679 0.0 0.0 0.0
H -0.62061 4.01078 1.35049 0.1 -0.1 0.0
H 3.38894 5.34743 2.10545 0.0 0.0 0.0
H 2.02815 6.10502 2.93503 0.0 -0.1 0.0
H 2.27476 6.41224 1.23481 0.0 0.0 0.0
H 0.70996 2.77615 2.94947 0.0 0.0 0.0
H 1.06747 4.26679 3.82974 0.0 0.0 0.0
H 2.38446 3.21992 3.27546 0.0 0.0 0.0
H 3.20013 2.29230 -1.37070 0.0 0.0 0.0
H 2.36046 3.13148 -2.68338 0.0 0.0 0.0
H 1.47584 2.03316 -1.61613 0.0 0.0 0.0
```
Positions in Å, forces in eV/Å.

* net charge: -1
* spin multiplicity: 3
* LUMO energy (spin up / spin down): 0.0835 / 0.0834 hartree
* max |F|: 0.0205 Eh/bohr
* <S²>: 2.008
* HOMO-LUMO gap (spin up / spin down): 5.2 / 5.2 eV
* energy: -132903.477 eV
* E_HOMO (spin up / spin down): -2.96 / -2.96 eV

Results of the Löwdin charge analysis, in e, for atoms 1 through 8: -0.21 -0.54 0.69 -0.40 0.18 -0.35 -0.33 -0.20

***

Below is C47H35F10N4P2PtTe as an isolated structure in a non-equilibrium geometry, with properties calculated with ωB97M-V/def2-TZVPD.

Geometry as XYZ:
```
100
Properties=species:S:1:pos:R:3:forces:R:3
Pt -0.93177 0.86713 0.78648 0.9 -0.3 -0.7
C -0.65118 4.02423 1.21500 -0.1 0.0 0.1
N -1.09062 2.91030 2.04854 0.0 0.0 -0.1
C -2.48594 3.05422 2.48057 -0.1 -0.1 0.0
C -3.24457 1.73239 2.49989 0.0 -0.1 0.0
N -3.12195 1.08577 1.20272 0.3 0.1 0.1
C -3.97712 0.07223 0.93012 -0.2 -0.1 0.0
C -4.73564 -0.69725 1.84535 0.1 0.0 0.0
F -4.61100 -0.51238 3.17726 0.1 0.0 0.0
C -5.60245 -1.70606 1.46646 0.0 0.0 0.0
F -6.25456 -2.40179 2.40863 0.0 0.0 0.1
C -5.79917 -2.02239 0.14027 0.0 0.0 0.0
F -6.64316 -3.00150 -0.22927 0.0 -0.1 0.0
C -5.10469 -1.28624 -0.80046 0.0 0.0 0.0
F -5.30087 -1.53355 -2.10524 0.0 0.0 -0.1
C -4.23849 -0.28908 -0.41577 0.0 0.1 0.1
F -3.65943 0.42195 -1.39864 0.0 0.0 -0.1
C -0.14425 2.72551 3.14825 0.1 -0.1 0.0
C -0.36646 1.47518 3.98700 -0.2 -0.3 -0.1
N -0.61232 0.29836 3.17258 -0.1 -0.1 0.1
C -0.58369 -0.90201 3.76903 0.0 0.0 0.3
C -0.32334 -1.21730 5.14779 0.0 0.1 -0.4
F -0.29499 -0.25435 6.10567 0.1 0.2 0.0
C -0.13837 -2.49925 5.62295 0.0 -0.1 0.0
F 0.15122 -2.68172 6.92327 0.0 0.0 0.1
C -0.25427 -3.60233 4.80623 0.0 0.0 0.1
F -0.01985 -4.84624 5.27106 0.0 0.0 0.0
C -0.63869 -3.37609 3.49951 -0.1 0.1 -0.1
F -0.82855 -4.41867 2.67806 0.0 -0.1 -0.1
C -0.84207 -2.09699 3.02960 0.1 0.1 0.0
F -1.33304 -1.99115 1.77746 0.1 0.0 -0.1
H -0.54408 4.95280 1.79727 0.0 0.0 0.0
H -1.36939 4.19107 0.41296 0.0 0.0 0.0
H 0.31439 3.78175 0.77043 0.0 0.0 0.1
H -2.98909 3.72499 1.78269 0.0 0.0 0.0
H -2.53458 3.50316 3.48181 0.0 0.1 0.0
H -4.29346 1.97121 2.71342 0.0 0.0 0.0
H -2.87733 1.10896 3.31723 0.0 0.0 0.0
H -0.18070 3.59492 3.82529 0.0 0.1 0.0
H 0.85572 2.69120 2.70714 0.0 0.0 0.0
H -1.19631 1.66582 4.68102 0.0 0.0 0.1
H 0.53510 1.36833 4.59937 0.0 0.1 0.1
Te 1.62512 -2.20566 0.22797 0.1 0.3 -0.3
C 2.88973 -3.04721 -1.26695 -0.1 -0.1 0.1
C 4.04967 -2.43879 -1.72938 0.0 0.1 0.0
C 4.79626 -3.06889 -2.71454 0.0 -0.1 0.0
N 4.48614 -4.25710 -3.23353 0.0 0.0 0.0
C 3.39277 -4.85336 -2.75779 0.1 0.0 -0.1
C 2.57026 -4.29569 -1.79022 -0.1 0.0 0.0
C 1.10175 -0.41509 -0.82314 -0.5 -0.3 0.8
P 1.28995 1.21193 -0.03897 -0.1 -0.3 -0.2
C 2.67690 1.18520 1.14852 0.0 0.2 0.1
C 3.85076 1.92443 0.99628 0.0 -0.1 -0.1
C 4.84330 1.87374 1.96657 0.0 0.0 0.0
C 4.66826 1.10749 3.11084 0.0 0.0 0.0
C 3.47828 0.41770 3.30021 0.0 0.0 0.0
C 2.48720 0.46694 2.33199 0.0 -0.1 0.0
C 2.04935 2.12208 -1.47129 0.0 -0.1 0.1
C 3.09075 1.49011 -2.15736 -0.1 0.1 0.0
C 3.67061 2.07242 -3.27065 0.0 0.0 0.0
C 3.19789 3.29703 -3.73411 0.0 -0.1 0.0
C 2.17173 3.93426 -3.05884 0.0 0.1 0.0
C 1.60921 3.35530 -1.92587 -0.1 0.1 0.1
P -0.67385 -0.38797 -1.25979 0.0 0.8 -0.2
C -0.85592 0.85300 -2.64213 0.0 -0.1 -0.1
C -1.50510 2.06247 -2.38524 0.0 -0.2 0.0
C -1.64263 3.02501 -3.37543 0.0 0.0 0.0
C -1.13525 2.79711 -4.64615 0.0 0.1 0.0
C -0.51529 1.58972 -4.92565 0.0 -0.1 0.0
C -0.38968 0.62281 -3.93697 0.1 0.1 0.1
C -0.92809 -1.96157 -2.16378 0.0 -0.1 0.1
C -2.10557 -2.67422 -1.96760 0.0 0.0 0.0
C -2.34388 -3.84766 -2.67084 0.0 0.0 0.0
C -1.39474 -4.32691 -3.56173 0.0 0.0 0.0
C -0.19454 -3.64622 -3.72883 0.0 0.0 0.0
C 0.03991 -2.47135 -3.03128 -0.1 0.0 0.1
H 4.38176 -1.49199 -1.32508 0.0 0.0 0.0
H 5.69522 -2.60114 -3.10463 0.0 0.0 0.0
H 3.15570 -5.82128 -3.18910 0.0 0.0 0.0
H 1.67368 -4.81234 -1.46962 0.0 0.0 0.0
H 3.99944 2.53641 0.11599 0.0 0.0 0.0
H 5.75527 2.44270 1.82796 0.0 0.0 0.0
H 5.45296 1.06015 3.85656 0.0 0.0 0.0
H 3.31004 -0.14812 4.20821 0.0 0.0 0.0
H 1.53445 -0.01900 2.51189 0.0 0.0 0.0
H 3.42987 0.52668 -1.80688 0.1 -0.1 0.0
H 4.48546 1.57049 -3.77874 0.0 0.0 0.0
H 3.62648 3.74268 -4.62302 0.0 0.0 0.0
H 1.79483 4.88308 -3.42038 0.0 0.0 0.0
H 0.80716 3.86828 -1.40993 -0.1 0.0 0.0
H -1.92671 2.21606 -1.40118 0.0 0.1 0.1
H -2.14757 3.95813 -3.15359 0.0 0.0 0.0
H -1.23618 3.55262 -5.41678 0.0 0.0 0.0
H -0.13341 1.39330 -5.92067 0.0 0.0 0.0
H 0.07827 -0.31821 -4.18678 0.0 0.0 0.0
H -2.82818 -2.31741 -1.24374 0.0 0.0 0.0
H -3.27069 -4.38676 -2.51583 0.0 0.0 0.0
H -1.58251 -5.23832 -4.11682 0.0 0.0 0.0
H 0.56659 -4.03690 -4.39449 0.0 0.0 0.0
H 0.98776 -1.95533 -3.13667 0.0 0.0 0.0
```
Positions in Å, forces in eV/Å.

* net charge: -1
* spin multiplicity: 3
* LUMO energy (spin up / spin down): 0.0768 / 0.0444 hartree
* max |F|: 0.0231 Eh/bohr
* <S²>: 2.021
* HOMO-LUMO gap (spin up / spin down): 5.6 / 5.4 eV
* energy: -111557.155 eV
* E_HOMO (spin up / spin down): -3.50 / -4.18 eV

Results of the Löwdin charge analysis, in e, for atoms 1 through 8: 0.73 -0.11 -0.30 -0.18 -0.26 -0.10 -0.21 -0.14

***

Below is C2HBr2ClO as an isolated structure, with properties calculated with ωB97M-V/def2-TZVPD.

Geometry as XYZ:
```
7
Properties=species:S:1:pos:R:3:forces:R:3
C 1.68953 0.21817 0.26254 0.0 -0.1 0.1
C -2.37003 -0.26059 -0.76052 -0.3 0.2 -0.9
O 1.23232 0.74284 1.21400 0.1 0.0 0.1
Cl 1.11364 0.52842 -1.36375 0.0 0.0 -0.3
Br -2.05905 -1.88622 0.05080 0.2 -0.4 0.5
Br -2.10303 1.17878 0.35467 0.0 0.2 0.5
H 2.49662 -0.52140 0.24226 0.0 0.0 0.1
```
Positions in Å, forces in eV/Å.

* spin multiplicity: 1
* LUMO energy: -0.0413 hartree
* max |F|: 0.0188 Eh/bohr
* HOMO-LUMO gap: 8.0 eV
* energy relative to the best compared isomer or geometry (same formula, charge and spin): 74.36 kcal/mol
* energy: -156741.602 eV
* E_HOMO: -9.11 eV

For reference, the natural (NBO) charges in units of e are: 0.38 -0.28 -0.47 -0.06 0.12 0.16 0.15